Record 1
{"formula": "C21H30N6OS", "method": "ωB97M-V with the def2-TZVPD basis set", "species": ["H", "H", "H", "C", "N", "C", "N", "H", "H", "C", "H", "H", "N", "H", "C", "N", "H", "C", "H", "N", "H", "H", "S", "N", "H", "C", "C", "H", "O", "H", "C", "H", "C", "C", "H", "C", "H", "H", "C", "H", "H", "C", "H", "H", "C", "H", "H", "C", "H", "H", "C", "C", "C", "C", "H", "C", "H", "C", "H"], "xyz": [[1.23892, -2.04877, 5.64934], [-1.62034, -2.56581, 4.71674], [0.96419, 1.69902, -0.44341], [-0.49829, 2.99656, -1.35473], [1.00796, -1.76038, 2.86001], [0.72682, -0.37787, 3.13695], [-1.13071, 1.94962, -2.14432], [0.26128, 3.49612, -1.95842], [-2.15248, 3.46779, -3.21247], [-0.36766, 1.15738, -5.06988], [0.87997, 0.18859, 2.21587], [-2.90902, 1.94213, -0.98548], [0.18305, 0.31454, -4.03148], [-1.19853, -2.21260, 6.39154], [2.79505, 0.06000, -0.77791], [1.32656, -3.65698, 1.81083], [-2.52117, 1.80190, -3.68545], [-0.71474, -0.17517, 3.60905], [0.09312, 0.70851, -3.09514], [1.03350, -3.93613, 3.08783], [-0.20928, -0.03688, 5.69623], [2.38062, 0.19907, -2.87165], [-0.28203, -1.79780, -5.54852], [0.58029, -1.77366, -3.09180], [3.52107, 0.85974, -0.79907], [-0.94904, -0.54603, 5.07272], [-0.68426, 2.53837, -4.50997], [-2.55191, 0.44443, -1.89017], [-0.76771, 1.68064, 0.67204], [-0.96197, 0.87728, 3.46125], [-1.71398, 2.47152, -3.37904], [-1.08319, 3.15612, -5.31491], [-0.90059, -2.04763, 5.35405], [2.52671, -0.59093, 0.41344], [1.42555, -0.01052, 3.89767], [0.16271, 2.38071, -0.12265], [3.04563, -0.30474, 1.31577], [0.23379, 3.00495, -4.15022], [1.31700, -2.35842, 1.66495], [0.58177, 3.16076, 0.51541], [0.35745, 1.23170, -5.88816], [2.15250, -0.30587, -1.94663], [-1.27277, 0.69255, -5.48235], [0.32057, -2.88341, -0.72769], [0.18854, -1.02382, -4.16486], [-0.67486, -0.07511, -0.40358], [-1.93364, -0.17447, 5.36592], [1.23942, -1.36138, -1.93799], [0.37467, -2.75992, -3.17610], [0.51420, -3.66479, 5.58462], [0.83663, -2.81131, 3.71641], [1.61888, -1.64812, 0.43044], [0.48629, -2.66583, 5.14894], [-1.40955, 0.67901, -0.08401], [-1.24002, 3.74735, -1.03056], [-2.10775, 1.25883, -1.31382], [-1.37910, -0.76162, 2.97024], [0.99878, -2.04402, -0.74730], [-2.13888, 0.21478, 0.58151]], "atomic_forces_ev_per_a": [[0.0, 0.0, 0.1], [-0.1, 0.0, 0.0], [-0.1, 0.1, 0.1], [0.2, -0.1, 0.3], [0.2, -0.8, -0.2], [-0.4, 0.5, 0.0], [-0.1, 0.1, 0.2], [0.0, 0.1, 0.0], [-0.1, -0.1, 0.0], [0.0, 0.2, -0.4], [0.0, -0.1, 0.1], [0.0, 0.0, -0.1], [0.0, -0.3, 0.3], [0.0, 0.0, 0.0], [0.0, -0.1, 0.0], [0.2, 0.2, -1.1], [0.0, 0.0, 0.0], [0.2, 0.2, 0.2], [0.0, -0.1, 0.0], [-0.3, -0.4, 0.9], [0.0, 0.1, 0.1], [0.0, 0.0, -0.1], [-0.1, -0.3, -0.5], [-0.1, -0.2, 0.1], [0.1, 0.1, 0.0], [-0.2, -0.2, -0.2], [-0.2, -0.3, 0.1], [0.0, 0.0, 0.0], [-0.1, 0.1, 0.2], [0.0, 0.0, 0.0], [0.1, 0.2, -0.2], [0.1, 0.0, 0.0], [0.1, 0.2, 0.2], [0.0, 0.0, 0.0], [0.0, 0.0, -0.1], [0.2, 0.3, -0.3], [0.0, 0.0, 0.1], [0.0, 0.2, 0.0], [-0.1, -0.1, 0.4], [0.0, 0.0, -0.1], [-0.2, 0.0, 0.0], [0.1, -0.1, 0.0], [0.1, 0.1, 0.0], [-0.1, -0.1, 0.0], [0.0, 0.1, -0.2], [-0.1, 0.1, 0.0], [0.0, 0.1, 0.1], [0.3, 0.3, 0.5], [0.0, 0.2, -0.1], [0.1, 0.0, 0.0], [0.2, 0.2, 0.0], [0.1, 0.2, -0.4], [-0.2, 0.0, 0.0], [-0.3, -0.2, -0.2], [0.0, 0.0, -0.1], [0.1, -0.1, 0.3], [0.0, 0.0, -0.1], [0.1, 0.1, -0.1], [0.0, -0.1, -0.1]], "homo_energy_ev": -8.1, "e_above_lowest_ev": 0.000, "energy_ha": -1620.20635, "charge": 0, "multiplicity": 1, "smiles": "S=C(NCCCN1CCOCC1)Nc1cccc(-c2nnc3n2CCCCC3)c1"}


Record 2
{"formula": "C16H33BNO17P3", "method": "ωB97M-V with the def2-TZVPD basis set", "species": ["O", "H", "O", "O", "H", "H", "H", "H", "H", "H", "H", "C", "H", "H", "P", "C", "O", "C", "H", "O", "H", "O", "H", "C", "H", "C", "H", "H", "H", "H", "H", "C", "N", "O", "O", "C", "C", "H", "H", "C", "C", "C", "H", "H", "P", "O", "O", "H", "O", "O", "H", "C", "O", "H", "H", "O", "C", "H", "O", "C", "C", "H", "C", "O", "B", "P", "H", "H", "H", "H", "O"], "xyz": [[5.37657, -0.60807, -6.08477], [0.29386, -4.26919, 0.82215], [-2.40185, 1.73106, 6.33045], [-3.29505, 0.90199, 0.60653], [3.03867, -2.98913, -8.32339], [0.61050, -5.90431, -2.10169], [0.56418, -0.67400, -4.14881], [5.95698, -1.66983, -4.44677], [4.74117, 2.25085, -9.44194], [-0.79446, -1.77912, -3.87755], [-3.08241, -0.50593, 2.05912], [-2.54935, 0.37483, 1.69353], [0.70275, 5.78454, 1.91764], [-0.95543, -5.96058, -2.94056], [4.15875, -0.02406, -6.90836], [-0.08024, -1.11390, -3.39269], [-4.68178, 0.34173, 5.19833], [4.06326, 1.81787, -8.71239], [-0.60998, -0.32694, -2.85867], [1.38046, -3.48659, -0.79062], [3.35217, 1.16962, -9.22367], [-2.52995, 0.77574, -0.59425], [1.24075, 3.97638, 4.73182], [-0.36806, -5.43384, -2.19412], [4.57767, -2.98423, -7.43423], [-1.30841, 3.18514, 4.82049], [-4.39172, -1.25411, 3.96417], [-2.52610, -0.18420, -0.75101], [-0.89322, -5.47628, -1.23832], [4.20796, -1.35866, -4.51192], [-3.10820, -2.12732, 6.44736], [-2.15210, 2.80928, 2.55264], [0.08722, 4.97702, 1.83453], [-0.21503, -4.08503, -2.64494], [0.95488, 4.55306, 5.45275], [-3.94685, -0.83765, 4.87346], [-2.32824, 1.35443, 2.82449], [-1.58071, 0.03322, 1.31749], [3.53035, 2.60809, -8.18693], [-2.03537, 1.93054, 5.19442], [1.25722, -3.81298, 0.60261], [-2.47423, -0.47685, 4.56704], [-0.47172, 5.17144, 1.00629], [1.37612, -2.91446, 1.20513], [0.11892, -2.95198, -1.58267], [4.86865, 1.07381, -7.78376], [-0.98405, 6.13249, 3.69931], [-4.70016, -1.47482, 6.76965], [0.02934, 2.99225, 7.20009], [-2.57583, 3.37338, 1.56707], [5.32439, -0.04725, -4.08504], [-4.06525, -1.88785, 5.98612], [-1.22291, 5.14988, 6.70474], [-1.88286, -0.61062, 5.47306], [-4.53965, -2.80502, 5.63834], [-1.01515, -2.53889, -0.74640], [-1.40104, 3.62053, 3.55182], [2.05385, -4.51551, 0.83197], [3.82522, -1.13887, -7.99321], [3.61732, -2.48358, -7.55548], [5.19421, -0.93737, -4.69690], [0.62159, 2.33336, 6.81412], [-2.28150, 0.93789, 4.10338], [3.01331, 0.41485, -6.10967], [-0.77752, 4.97910, 3.00703], [-0.41944, 4.07773, 6.12045], [-1.67008, 6.05469, 4.37615], [3.06100, -2.51459, -6.61672], [-5.53537, 0.31182, 4.75915], [-2.11520, -1.19585, 3.83214], [0.76714, -1.83912, -2.47962]], "atomic_forces_ev_per_a": [[-0.1, -0.1, 0.0], [0.0, 0.0, 0.0], [0.3, -0.1, -0.2], [-0.1, -0.2, -0.1], [0.0, 0.0, 0.0], [0.0, 0.0, 0.0], [0.1, 0.0, 0.1], [0.0, 0.0, 0.0], [0.0, 0.0, 0.0], [0.0, 0.0, 0.0], [0.0, 0.0, 0.0], [0.1, 0.0, -0.1], [0.0, 0.0, -0.1], [0.0, 0.0, 0.0], [0.0, 0.1, 0.0], [0.0, 0.1, -0.1], [0.1, 0.1, 0.0], [0.0, 0.1, 0.0], [0.0, 0.0, 0.0], [-0.1, -0.1, 0.0], [0.0, 0.0, 0.0], [0.1, 0.0, 0.1], [0.1, 0.1, 0.0], [-0.1, 0.0, 0.0], [0.0, 0.0, 0.0], [0.1, -0.2, -0.4], [0.1, 0.0, -0.1], [-0.1, 0.0, 0.0], [0.0, 0.0, 0.0], [0.0, 0.0, 0.0], [0.0, -0.1, -0.1], [-0.1, 0.0, -0.3], [0.0, 0.6, 0.4], [0.1, 0.0, 0.0], [0.0, -0.2, -0.3], [-0.3, -0.1, -0.1], [-0.2, -0.2, 0.3], [0.0, 0.1, 0.0], [0.0, 0.0, 0.0], [-0.1, 0.0, 0.2], [0.1, 0.0, 0.1], [-0.3, 0.0, 0.2], [0.1, -0.6, -0.2], [0.0, 0.0, 0.0], [0.0, 0.2, -0.1], [0.0, 0.0, -0.1], [-0.3, -0.2, -0.3], [0.0, 0.0, 0.0], [0.1, 0.0, -0.3], [0.1, -0.1, 0.1], [0.0, 0.0, 0.0], [-0.2, 0.1, 0.2], [0.3, 0.0, -0.1], [0.0, 0.0, 0.0], [0.1, 0.0, 0.0], [-0.1, -0.1, 0.1], [0.2, 0.1, 0.4], [0.0, 0.0, 0.0], [0.1, 0.0, 0.0], [-0.1, 0.0, 0.0], [0.1, 0.0, 0.1], [0.0, 0.0, 0.3], [0.0, 0.1, -0.5], [-0.1, -0.1, 0.1], [-0.1, 0.3, 0.0], [-0.7, 0.2, 0.6], [0.3, 0.1, 0.3], [0.0, 0.0, 0.0], [0.0, 0.0, 0.0], [0.2, 0.0, 0.0], [0.0, -0.1, -0.1]], "homo_energy_ev": -9.5, "energy_ha": -3012.44850, "charge": 0, "multiplicity": 1, "smiles": "C[C@@H](O)CC1=C(COO)C(=O)C(B(N)O)=C(P(=O)(O)O)C1=O.COP(=O)(OC)OC.COP(=O)(OC)OC"}


Record 3
{"formula": "C3H6FNO2", "method": "ωB97M-V with the def2-TZVPD basis set", "species": ["C", "H", "C", "H", "H", "H", "O", "H", "F", "O", "N", "C", "H"], "xyz": [[0.81221, 1.18273, -0.16967], [2.71412, -0.66438, -0.23078], [-0.37924, 0.07496, -0.00034], [0.79828, -1.41257, 0.18216], [-0.79895, -1.90977, 0.53203], [-2.50326, -0.32221, 0.31852], [0.38142, 2.31383, 0.00839], [-1.70774, 1.49166, 0.49524], [2.55772, -1.61977, 0.04908], [1.94034, 0.73632, -0.35775], [-0.09348, -1.13626, 0.38497], [-1.79046, 0.51527, -0.05064], [-1.93095, 0.75019, -1.16120]], "atomic_forces_ev_per_a": [[-0.9, 0.0, 0.4], [-1.1, -1.4, 0.7], [-0.4, -0.7, 0.9], [3.6, -1.2, 0.0], [0.9, 1.6, -0.2], [1.0, 1.8, -0.5], [-0.2, -0.3, -0.1], [-0.9, -0.8, -0.4], [0.8, 1.2, -0.6], [0.8, -0.3, -0.4], [-3.7, 0.6, -0.5], [0.2, -0.3, -0.6], [-0.2, -0.1, 1.5]], "homo_energy_ev": -10.1, "e_above_lowest_ev": 0.936, "energy_ha": -422.99783, "charge": 0, "multiplicity": 1}


Record 4
{"formula": "C12H23N2O4", "method": "ωB97M-V with the def2-TZVPD basis set", "species": ["C", "O", "H", "C", "H", "H", "H", "H", "C", "C", "H", "H", "C", "H", "C", "C", "O", "H", "H", "H", "H", "H", "N", "H", "H", "H", "H", "H", "O", "H", "C", "H", "H", "O", "N", "H", "C", "H", "C", "C", "C"], "xyz": [[-2.50302, -2.27004, -3.19107], [-0.66254, 1.28430, 0.01614], [4.41869, 5.11089, 3.13261], [-0.87612, -0.71140, -1.69850], [1.22949, 2.76734, 1.18121], [-4.19538, -1.51740, -0.41410], [0.64431, -2.46716, 1.70022], [0.78832, -0.83822, -0.42514], [0.36006, -2.77795, -0.94399], [1.86839, 3.45774, 0.62523], [-4.06048, -3.94392, -0.98013], [-3.23155, -3.85746, 0.72182], [-3.07302, -1.90234, -0.50702], [1.65392, 4.48530, 0.91328], [2.60664, 4.18839, 3.80185], [-2.42466, -1.28848, -1.88081], [3.84322, 2.26217, 0.06277], [-1.76894, -1.79585, -4.00441], [-2.15550, -4.01462, -0.91851], [3.06216, 5.44404, 2.07492], [-2.52221, -1.51294, 0.47743], [-3.07575, -0.32498, -2.15125], [-0.10009, -1.38223, -0.58753], [1.62814, 3.38464, -0.44110], [3.10596, 3.42551, 4.40828], [-0.20658, -3.25357, -1.87179], [-3.58007, -2.19220, -3.66397], [1.69637, 3.73177, 3.40433], [3.97189, 3.56016, 1.88558], [-2.12509, -3.36394, -3.02121], [3.30429, 3.07111, 0.81460], [2.32118, 5.02179, 4.45004], [-0.28002, -0.67777, -2.70611], [-1.70545, 1.90981, -2.05456], [0.53476, -3.50326, 1.64292], [1.49514, -2.67986, -1.30104], [-1.06506, 0.88048, -1.22115], [0.27562, -4.99966, 0.07426], [-3.09784, -3.53804, -0.41416], [0.38025, -3.83743, 0.31933], [3.52059, 4.66526, 2.69072]], "atomic_forces_ev_per_a": [[0.4, 1.1, -0.6], [-1.2, -2.9, -5.5], [0.0, -0.3, -0.2], [-0.7, 1.7, 0.7], [-0.1, 0.0, -0.2], [2.4, -0.8, -0.3], [-0.3, -0.7, -0.2], [-1.7, -0.4, -0.1], [1.2, -0.7, -0.5], [0.0, 0.4, -0.6], [2.1, 0.7, 1.0], [0.6, 0.6, -2.5], [-0.3, -0.1, 0.8], [-0.1, 0.0, 0.3], [-0.2, -0.2, 0.0], [0.0, 0.6, -0.4], [-0.4, 1.5, 1.7], [-1.6, -1.0, 1.7], [-1.8, 0.8, 1.3], [-0.1, -0.2, 0.0], [-1.0, -0.6, -2.5], [1.7, -2.0, 0.5], [0.9, -0.9, -1.2], [-0.1, -0.3, 0.4], [0.0, 0.2, -0.1], [1.0, 1.0, 2.1], [2.1, -0.6, 1.0], [0.1, 0.1, 0.0], [0.7, 0.1, 0.0], [-1.0, 2.0, -0.3], [0.1, -1.3, -1.3], [0.0, -0.1, -0.1], [-1.3, -0.2, 1.6], [3.1, -6.2, 3.1], [-0.4, -0.9, -5.6], [-2.2, -0.6, 0.7], [-1.2, 6.4, 1.8], [0.2, 2.6, 0.5], [-0.9, 0.2, 0.0], [0.2, 1.0, 3.1], [-0.1, -0.2, 0.0]], "homo_energy_ev": -4.2, "e_above_lowest_ev": 5.319, "energy_ha": -881.37116, "charge": -1, "multiplicity": 1}


Record 5
{"formula": "CN2O2", "method": "ωB97M-V with the def2-TZVPD basis set", "species": ["O", "O", "C", "N", "N"], "xyz": [[-1.05301, -0.82910, -0.78739], [1.05784, -1.26846, -0.15471], [0.00536, 0.75797, 0.38605], [0.13151, -0.49039, -0.19882], [-0.14169, 1.82998, 0.75487]], "atomic_forces_ev_per_a": [[4.9, 1.9, 2.4], [-0.4, 2.0, 0.5], [0.7, 0.0, -0.2], [-5.1, -4.3, -3.0], [0.0, 0.3, 0.3]], "homo_energy_ev": -12.2, "e_above_lowest_ev": 7.097, "energy_ha": -297.91521, "charge": 0, "multiplicity": 1, "smiles": "N#C[N+](=O)[O-]"}